Density functional theory data (ωB97M-V/def2-TZVPD) for 10 unconnected molecules or ions with the total composition C41H108BN2O22P2.

Geometry as XYZ:
```
176
C41H108BN2O22P2 | the OMol25 dataset | ωB97M-V/def2-TZVPD
P 2.35731 -4.97014 2.53409
P 2.12167 -3.50688 0.91043
O 6.89796 -3.78517 -3.68160
O -1.05074 5.73024 -5.78431
O 4.79946 -3.09941 -7.64305
O 1.93048 4.13147 -1.79754
O 4.63110 7.08282 -7.48824
O -0.59043 -1.97711 11.35549
O 1.61491 -6.36944 2.30404
O 3.89992 -5.27918 2.32112
O 1.22763 -1.79154 7.53513
O -4.65279 -0.81587 2.36040
O 4.89437 -3.23101 -10.58163
O -0.44014 -1.40994 -0.63448
O 4.40072 -3.80927 -2.12240
O -6.40766 1.18628 3.60311
O 0.39581 -0.39901 5.06808
O 5.12748 4.95233 -5.50934
O -11.17833 4.03703 -0.82001
O 1.94850 -4.34399 3.78580
O -8.52777 2.80607 -0.49152
O -1.73416 3.22239 -7.16353
O -1.15388 -1.48348 14.20036
O 1.90356 1.89368 0.12194
N 0.31010 -3.24030 0.72561
N -1.94345 -4.00600 4.42602
C 0.23857 -1.08354 8.26549
C 5.16848 -3.63480 -0.94832
C 1.20932 0.70348 5.42777
C -1.44532 -0.57965 13.15125
C -1.99264 -3.38329 1.70343
C -6.18830 2.06646 2.51350
C 5.61922 -3.47071 -4.20626
C -2.99348 -4.43147 2.19297
C -5.68024 -1.10225 3.30080
C 0.88224 2.17529 -0.82137
C 3.34486 4.19854 -1.74469
C 0.37924 -0.73112 1.74410
C -6.81890 -0.10972 3.21750
C -0.79633 4.99140 -4.60757
C -3.05048 3.30764 -6.65266
C 3.65982 6.16545 -7.02338
C -0.54010 -3.81463 1.84650
C 6.23372 5.68150 -5.01063
C 3.93839 5.71894 -5.60533
C 5.59764 6.50835 -8.34765
C -0.38055 5.22481 -6.92630
C 1.95819 2.82655 1.18884
C 0.22614 -1.59533 14.49343
C 4.33550 -2.08344 -8.51934
C -3.54498 -0.14437 2.92599
C 7.08881 -5.16207 -3.42101
C 3.84371 -2.64922 -9.83329
C 0.73552 -2.42727 6.37364
C -11.44225 3.83687 0.55533
C -9.11708 1.52886 -0.63740
C 1.42734 2.83958 -2.06569
C -8.88003 3.71492 -1.52368
C -1.29876 4.40866 -7.80839
C -0.60152 -3.36998 11.60526
C -9.94852 4.68865 -1.07906
C -3.14802 -4.46446 3.72583
C 6.20942 -3.21780 -7.61027
C -1.73368 -1.30085 11.85313
C 1.06956 -1.64810 5.12190
C 4.71800 -2.87373 -3.15120
C 4.93097 -4.64374 -10.51775
B 0.04159 -1.70252 0.59531
H 3.42274 -1.83457 -10.43018
H 5.15295 -4.35601 -4.65005
H 5.75926 -2.73234 -4.99771
H 3.77790 -2.56744 -3.61785
H -3.96243 -4.16646 1.76767
H 6.37973 7.25075 -8.49416
H 4.09895 -5.08320 -11.07827
H 5.12669 -1.35013 -8.70614
H 8.02107 -5.25995 -2.86790
H -5.53947 1.61703 1.75650
H 5.19086 -1.98632 -2.71886
H -2.03667 -0.56564 11.10014
H 1.96251 3.85463 0.82151
H -11.67736 4.78435 1.05167
H 1.51554 -6.64983 1.38421
H 3.76907 3.44111 -1.08029
H -7.23269 -0.10005 2.20338
H 6.37154 6.62221 -5.54883
H 3.98754 6.58880 -4.94210
H 5.86646 -4.96246 -10.97349
H -3.78707 3.31151 -7.46311
H 1.72052 0.53084 6.37708
H 6.24073 -3.58109 -1.14561
H -10.11878 5.41329 -1.88082
H 2.15327 -1.50868 5.04939
H -1.22862 -4.72601 4.44568
H -2.15264 -3.77135 5.38765
H -7.13334 2.35430 2.04226
H -1.48302 5.34824 -3.84148
H 6.03619 5.60524 -7.91529
H -9.60842 5.23628 -0.19376
H 2.19816 2.20631 -2.51816
H 6.63895 -3.28283 -8.61239
H 6.27145 -5.57841 -2.82492
H 0.48062 4.61649 -6.62624
H 0.34265 -2.43207 15.17953
H 2.39511 -4.25033 -0.25793
H -8.93853 0.98195 0.28803
H 1.10970 2.69461 1.87095
H -5.27249 -1.10817 4.31749
H -0.81515 -3.58978 12.65372
H 7.11736 5.06027 -5.14498
H -8.66043 0.97714 -1.46686
H -3.18950 4.20376 -6.04236
H -7.60965 -0.42872 3.90330
H 6.65833 -2.36301 -7.09139
H 1.95745 0.90825 4.65253
H 0.10777 2.80691 -0.37219
H -3.98179 -3.83059 4.02887
H 0.42508 1.22116 -1.10770
H -3.83468 0.73302 3.50771
H -2.15063 -2.45000 2.24714
H -0.12284 -3.46577 2.78562
H -0.61970 0.12576 13.00900
H 0.59831 -0.68716 14.97932
H -1.34464 -3.87527 10.97718
H -3.21520 2.42544 -6.03567
H 0.09354 0.28018 1.45130
H 0.23102 5.15181 -4.25896
H 5.15948 6.26202 -9.32083
H -6.06080 -2.10414 3.07851
H -0.45578 -4.89948 1.78917
H -0.34964 -2.56838 6.44015
H 4.89390 -5.00238 -9.48559
H -1.22556 -0.84738 -0.66192
H -0.33245 -0.41288 7.61662
H 3.50739 -1.57016 -8.02114
H 0.02382 -3.67446 -0.15327
H 3.11391 5.08037 -5.26870
H 3.76286 4.07147 -2.74944
H 3.61004 5.18573 -1.37157
H 4.13144 -6.20415 2.49916
H 0.55738 1.56982 5.52552
H 4.97639 -4.50136 -0.31247
H 0.81615 -1.78450 13.59284
H 4.85752 -2.72403 -0.42080
H -2.56236 -2.00238 11.99499
H -0.95818 3.92016 -4.76297
H 0.74828 -2.22834 4.25530
H 6.11241 5.89745 -3.94301
H -2.73524 -5.42215 1.80940
H -2.33267 -0.00886 13.44115
H -9.21966 3.17139 -2.41123
H -10.59579 3.36889 1.06527
H 0.38719 -3.75049 11.35400
H -10.19413 1.59822 -0.80695
H 0.61648 2.94845 -2.79406
H 3.60535 5.29253 -7.68336
H 1.20743 -3.41133 6.30195
H -2.96975 -0.82107 3.57161
H 2.68914 6.67115 -7.04683
H -2.22109 -3.17612 0.65107
H -12.30845 3.18153 0.62498
H -5.70787 2.95831 2.91139
H -2.15688 5.01620 -8.11290
H -3.41435 -5.48422 4.02471
H -0.00885 6.08047 -7.49795
H 7.17198 -5.73129 -4.35285
H -0.13794 -0.95962 2.68022
H 2.88034 2.63851 1.73585
H -2.91141 0.18405 2.10017
H 3.04947 -3.38086 -9.65005
H -7.97926 4.27479 -1.79233
H 0.75229 -0.49872 9.02516
H 1.45814 -0.71188 1.92229
H -0.44247 -1.77306 8.77151
H 6.44603 -4.12726 -7.06010
H -0.75420 4.11499 -8.71052
```

Results
Max |F| ... 0.95 eV Å⁻¹
HOMO energy ... -10.4684 eV
Total charge ... +1
Orbital gap ... 0.2786 Ha

Atomic partial charges in e from the Mulliken method, atoms 1 to 99: 0.679, -0.050, -0.376, -0.406, -0.311, -0.353, -0.405, -0.260, -0.529, -0.487, -0.457, -0.352, -0.371, -0.553, -0.360, -0.388, -0.228, -0.404, -0.377, -0.357, -0.225, -0.381, -0.372, -0.292, 0.103, -0.326, -0.529, -0.708, -0.885, -0.601, -0.165, -0.494, -0.113, -1.128, -0.553, -0.209, -0.621, -0.348, -0.393, -0.832, -0.728, -0.539, -0.343, -0.733, -0.018, -0.704, -0.168, -0.817, -0.684, -0.530, -0.638, -0.682, -0.538, -0.721, -0.586, -0.716, -0.481, -0.533, -0.672, -0.885, -0.551, -0.705, -0.864, -0.462, 0.680, -0.744, -0.671, 0.780, 0.376, 0.360, 0.114, 0.415, 0.420, 0.249, 0.328, 0.354, 0.251, 0.243, 0.376, 0.362, 0.350, 0.321, 0.354, 0.285, 0.100, 0.320, 0.365, 0.245, 0.332, 0.384, 0.426, 0.389, 0.369, 0.181, 0.247, 0.195, 0.354, 0.297, 0.325

---

Density functional theory data (ωB97M-V/def2-TZVPD) for 11 unconnected molecules or ions with the total composition C41H110N16O17 in a non-equilibrium geometry.

Geometry as XYZ:
```
184
C41H110N16O17 | the OMol25 dataset | ωB97M-V/def2-TZVPD
O -1.23005 -3.01355 -0.29006
O 2.39987 -3.12750 -0.71903
O -1.72233 -6.47816 -7.72547
O -4.57746 -2.52529 -3.80261
O 1.87039 -6.74919 5.08677
O -1.09319 0.48416 3.99423
O 3.46348 -0.18139 -7.39552
O -3.14446 2.28424 -1.57894
O 1.31203 7.17073 4.49061
O 3.01490 -2.31241 3.22416
O -4.48955 -0.78876 0.93541
O 4.25568 2.24737 0.82155
O 0.80096 -3.60965 -4.49714
O -5.56638 8.30791 -0.20835
O 5.79890 2.43053 5.79098
O -2.08034 -5.15279 3.71996
O 0.52676 1.57367 -1.08496
N -2.78262 -4.07559 1.85811
N 1.35634 2.89676 0.53150
N 0.72443 -3.25558 5.10159
N -5.68167 0.84919 0.08498
N 1.04463 -4.90727 -0.40273
N 0.77462 3.76690 3.48409
N 5.29360 3.91712 2.77111
N -0.84508 2.57679 0.24263
N 1.90379 -0.86633 -4.98991
N -0.66899 -4.15223 2.29184
N 0.20187 -1.25528 -0.64236
N -1.85715 -0.84972 -0.20107
N -4.98170 5.50322 -0.92827
N -3.51960 -3.75080 -5.99260
N -6.34546 -0.17448 1.78857
N 3.04309 -5.07361 0.22266
C 0.94339 -4.87426 -3.83283
C 6.41711 3.55629 3.62693
C 4.00837 3.20012 3.03706
C 1.34955 8.41431 3.72632
C -3.31303 -5.07689 -6.54735
C -4.24160 6.67890 -1.26440
C 3.08750 0.78072 -6.41748
C 1.16764 4.78609 4.38650
C -1.89515 -4.42586 2.71216
C -2.61935 1.63796 -2.68218
C 6.93008 1.61292 6.11180
C 0.14299 2.60465 4.19741
C -5.14765 7.86510 -1.46587
C 2.22059 -4.27389 -0.40600
C 0.71276 -2.56584 -3.54271
C 0.36747 2.30276 -0.15208
C -5.05328 -1.51846 -2.86380
C -0.49044 -6.49225 -8.44298
C 3.67562 -2.07610 2.00192
C -1.96541 -0.41198 3.32691
C -2.77806 -3.60889 -4.74754
C -4.17215 4.32523 -0.66215
C 1.01017 -5.67067 5.46042
C 0.64842 -1.17606 -4.22330
C 4.07957 1.84588 2.16349
C -1.80851 -5.43452 -6.77960
C 6.10407 3.68679 5.14273
C -3.75573 3.57650 -1.95406
C 1.21709 -1.90409 4.89170
C 1.58890 -7.98574 5.70019
C 4.63056 0.11937 -8.13973
C -0.97171 -1.79536 -0.43629
C 4.07210 1.21133 -0.24835
C -6.93035 8.88163 -0.21683
C -0.42440 1.50594 3.24669
C -3.16321 -2.34908 -3.99471
C 1.64992 -4.35712 5.04905
C 1.61902 6.05385 3.62975
C -5.41851 -0.05687 0.93380
C 1.78584 0.33550 -5.89236
C 1.78381 -1.71220 3.46351
H 0.13413 -5.00706 -3.11480
H -2.75763 0.12856 2.80893
H 0.85173 -5.62259 -4.62004
H 5.48470 3.72597 1.79795
H -1.07283 3.04271 1.10932
H 1.07004 3.46529 1.31565
H 3.17819 3.85972 2.78440
H 3.94790 2.89204 4.08087
H 0.28351 5.06236 4.96103
H 1.38999 1.10826 -5.23338
H -7.08691 0.51134 1.78845
H 3.80672 0.97590 -5.62203
H 2.28445 -1.65229 -5.49731
H 4.63003 -1.56501 2.12832
H 1.44257 -2.47867 -2.73780
H -4.42986 8.63146 -1.75838
H -2.21696 0.65161 -2.45129
H 0.43896 -6.50799 -7.87371
H 7.50541 2.18298 6.84127
H -7.62815 8.12434 0.14052
H 3.18726 1.22156 2.20937
H -0.46678 -5.59346 -9.05921
H -4.66392 -1.88314 -1.91327
H 1.12636 -5.90645 -0.28002
H 2.72619 -6.01612 0.39970
H 0.04028 -4.18735 3.01004
H 1.98075 -4.42326 4.01258
H -4.45774 -3.43656 -5.78947
H 1.15089 0.20057 -6.76799
H 0.84077 -5.60049 6.53489
H -0.46363 -7.33656 -9.13184
H 4.37644 1.51444 -1.25015
H 1.13781 6.13223 2.65486
H -0.17304 -1.08949 -4.93451
H 0.72490 -8.43669 5.21208
H 0.82540 2.06419 4.85339
H 6.47920 0.83822 6.73200
H -3.53068 6.86350 -0.45904
H 6.80272 2.57247 3.35952
H -2.58580 -3.69426 0.94381
H -0.68812 -3.59952 1.44672
H 1.92090 -0.64147 3.31243
H 0.33433 -1.29372 5.08218
H 4.01192 -4.79434 0.28168
H 0.00946 4.17886 2.96938
H -5.03232 1.15614 -0.62511
H -1.25248 -5.76969 -5.90405
H -3.07107 4.25352 -2.46491
H 4.64270 -0.60111 -8.95757
H -6.56596 1.30942 0.24722
H 6.94321 4.15277 5.65925
H -3.37164 4.57049 0.03579
H -1.71141 0.09118 -0.53807
H 0.02167 -5.86109 5.04245
H -2.91664 -1.41909 -4.50699
H 2.38431 -8.72590 5.61313
H 3.03850 0.86587 -0.22734
H 7.25086 4.23649 3.45291
H -2.50713 -1.04168 4.03269
H -2.68727 -2.33256 -3.01425
H 5.54423 0.03074 -7.55198
H 0.59272 8.25748 2.95775
H -1.35808 -1.08345 2.71997
H 5.38415 4.47337 5.36881
H 2.31386 2.79543 0.22654
H -1.28063 -4.55561 -7.14968
H 3.84159 -2.95830 1.38364
H 2.68660 6.10212 3.41519
H -0.67563 2.97529 4.81433
H -2.72507 -1.18076 0.19547
H -0.19397 -2.68701 -2.95003
H 2.92078 1.77156 -6.84001
H 7.46688 1.30579 5.21424
H -1.71718 2.20701 -2.90658
H -3.71655 6.52148 -2.20655
H -3.63991 -5.84866 -5.85048
H 1.36747 -7.88406 6.76261
H -7.15469 9.78358 0.35261
H -4.57448 3.43366 -2.65929
H -2.88151 -4.51212 -4.14624
H -3.87218 -5.35115 -7.44191
H 1.90698 -4.94364 -3.32807
H -3.42161 1.69663 -3.41773
H 0.23493 -4.39769 -0.72646
H 0.92805 -1.95712 -0.65571
H 1.95111 4.45791 5.06957
H -3.72716 -4.24118 2.17516
H -5.61975 5.69905 -0.17022
H 0.45135 -3.32291 6.07164
H -7.21182 9.06059 -1.25454
H 1.06870 -2.03150 2.70538
H -4.72419 -0.48618 -2.98299
H -1.57634 2.51261 -0.45108
H 0.43096 -0.45862 -3.43204
H 3.15904 -1.53094 1.21196
H 2.56694 -4.05976 5.55773
H 4.62496 0.32904 0.07414
H -5.92999 7.81734 -2.22334
H 4.83204 1.08778 2.38068
H 4.70446 1.12350 -8.55730
H 0.30385 -0.25164 -0.69130
H -1.25665 2.04684 2.79628
H -6.14113 -1.57641 -2.82726
H 2.27158 8.62823 3.18576
H -4.85131 3.63261 -0.16504
H 1.10535 9.32381 4.27522
H 1.92341 -1.55371 5.64433
H 0.24704 1.14048 2.46969
H -6.18671 -0.79984 2.56563
H -1.72255 -3.53350 -5.00892
```

Results
Max |F| ... 6.93 eV Å⁻¹
HOMO energy ... -8.1698 eV
Energy relative to the best compared isomer or geometry (same formula, charge and spin) ... 603.58 kJ/mol
Orbital gap ... 0.2986 Ha

Atomic partial charges in e from the Mulliken method, atoms 1 to 99: -1.626, -0.640, -0.399, -0.464, -0.303, -0.540, -0.269, 0.206, -0.365, -0.491, -0.672, -0.594, -0.470, -0.336, -0.286, -0.791, -0.883, -0.102, -0.039, -0.095, -0.280, -0.093, 0.254, -0.366, 0.516, -0.317, -0.103, 1.627, 1.262, -0.316, -0.396, -0.466, -0.458, -0.674, -0.332, 0.067, -0.768, -0.761, -0.409, -0.621, -1.015, 0.607, -0.809, -0.761, -1.589, -0.688, 0.833, 0.095, 0.670, -0.470, -0.760, -0.404, -0.546, -0.423, -0.518, -0.426, -0.506, -0.320, -0.174, -0.804, -0.967, -1.537, -0.798, -0.799, 0.747, -0.509, -0.701, 0.228, 0.479, -0.751, -0.572, 0.691, -0.547, 1.270, 0.190, 0.345, 0.318, 0.325, 0.038, -0.159, -0.529, 0.345, 0.543, 0.305, 0.114, 0.350, 0.315, 0.452, 0.637, 0.281, -0.199, 0.270, 0.335, 0.270, 0.175, 0.350, 0.197, 0.193, 0.105